DFT (ωB97M-V with the def2-TZVPD basis set) results for a structure of composition CHEuLiO2 in a non-equilibrium geometry.

## Properties
Charge = +1
Lowest unoccupied orbital energy (alpha / beta) = -4.1 / -4.3 eV
Multiplicity = 9

XYZ file:
```
6
Properties=species:S:1:pos:R:3:forces:R:3:lowdin_spin:R:1
O -1.71942 0.30297 -0.62754 5.78 -1.37 1.12 0.05
C -0.27848 -0.01304 0.19158 -4.03 -2.05 -2.24 0.28
O 0.69814 0.71411 0.42227 0.85 1.37 0.64 0.23
Li 2.15559 0.74575 1.63536 -0.75 0.14 -0.52 0.01
Eu -0.49388 -0.75133 -2.35069 -1.34 0.95 1.19 7.38
H -0.36195 -0.99847 0.72902 -0.51 0.95 -0.18 0.04
```
Positions in Å, forces in eV/Å.